(1)
Below is C23H42Cl3N4O3PdSi as an isolated structure in a non-equilibrium geometry, with properties calculated with ωB97M-V/def2-TZVPD.

Structure (XYZ):
```
77
Properties=species:S:1:pos:R:3:forces:R:3
C -1.8615 -2.7064 -4.6664 0.23 -0.11 -0.06
C -1.3100 -2.9988 -3.3013 0.45 -0.15 1.21
H -1.5374 -3.4849 -5.3671 -0.14 0.21 -0.08
H -1.5217 -1.7229 -5.0134 -0.04 -0.20 0.16
H -2.9622 -2.7044 -4.6403 0.19 0.03 0.01
C -0.8852 -4.2194 -2.9342 -0.30 0.65 -0.07
C -0.8445 -5.4303 -3.8102 -0.04 -0.44 0.01
H -0.5806 -4.4080 -1.9055 0.00 0.26 -0.23
H -0.1050 -5.3532 -4.6151 -0.10 0.01 -0.03
H -1.8204 -5.6604 -4.2527 0.12 0.00 -0.08
H -0.5596 -6.2814 -3.1857 -0.02 -0.13 -0.22
Pd 0.4761 0.3999 1.9399 0.82 0.44 0.72
Cl -3.0539 0.1167 4.2299 -1.22 -0.40 -0.17
Cl 0.4775 4.7403 -2.2541 0.19 0.66 0.28
H 1.1878 5.9831 4.0695 0.12 -0.14 -0.03
H -1.1464 6.2155 3.8977 -0.01 -0.22 -0.11
C 1.3112 5.2843 3.2361 -0.09 0.05 -0.12
C -1.1151 5.7061 2.9259 0.01 -0.02 -0.22
N 0.0006 4.7745 2.8730 -0.25 0.19 0.08
H 1.9563 4.4490 3.5161 -0.09 0.19 -0.07
C -0.1497 3.5138 2.4204 1.33 -0.79 0.02
O 0.8061 2.7075 2.3930 -1.48 1.41 -0.10
H -2.0439 5.1540 2.7736 0.05 0.09 0.05
H -1.1722 3.2554 2.0844 0.36 -0.15 0.12
H 1.7579 5.8308 2.3930 -0.01 -0.16 0.17
H -1.0477 6.4822 2.1508 0.09 -0.18 0.07
H 2.0448 -0.4552 -2.7260 0.36 -0.10 0.25
H 2.9999 -3.4197 -1.6051 0.12 0.10 0.11
C 3.0561 -0.5907 -2.3035 -0.24 0.05 -0.22
C 3.6558 -2.6858 -1.1150 -0.39 0.34 0.09
N 3.0134 -1.3716 -1.0723 0.56 0.22 0.65
H 3.5317 0.3861 -2.1174 -0.32 -0.27 -0.04
C 2.4665 -0.8598 0.0553 -0.20 0.81 -0.80
O 1.8915 0.2499 0.0917 1.02 -1.47 0.10
H 3.8771 -3.0290 -0.1008 0.01 0.02 -0.15
H 2.5687 -1.4988 0.9478 -0.04 0.14 -0.20
H 3.6745 -1.1536 -3.0119 -0.17 0.19 0.06
H 4.5746 -2.6055 -1.7074 -0.07 -0.08 0.30
O -0.6013 -0.7329 -2.8799 0.69 -0.97 0.13
C -1.2729 -1.7719 -2.3265 -1.28 0.07 -0.74
C 0.2779 -2.6508 -0.4743 -0.17 -0.17 0.27
C -0.9813 -2.2068 -0.8718 -0.18 -0.13 -0.39
H 1.0693 -2.6271 -1.2197 -0.27 -0.08 0.22
C 0.4921 -3.1396 0.8197 0.07 -0.05 -0.35
H -2.3469 -1.4609 -2.2923 -0.24 -0.33 0.26
C -2.0293 -2.2667 0.0492 0.25 -0.08 -0.14
H 1.4801 -3.5016 1.1244 -0.28 0.13 -0.11
C -0.5492 -3.1568 1.7412 -0.51 -0.13 -0.08
C -1.8152 -2.7197 1.3489 0.14 0.04 -0.05
H -3.0178 -1.9295 -0.2713 0.27 -0.04 0.18
H -0.3904 -3.4849 2.7705 0.04 0.05 -0.34
H -2.6291 -2.6690 2.0695 0.13 -0.11 -0.07
Si -0.3974 2.9857 -3.0393 -0.25 -0.12 0.70
Cl -1.6511 0.6367 1.2811 -1.27 0.69 -0.56
C 0.6169 1.6054 -2.3955 0.33 0.72 -0.21
C -2.0873 2.9073 -2.2213 -0.05 0.21 -0.35
C -0.4232 3.4397 -4.8751 -0.06 -0.07 -0.26
H 0.9213 1.7562 -1.3491 -0.17 0.21 -0.38
H 1.5227 1.4933 -3.0003 -0.07 0.01 0.06
H 0.0136 0.6662 -2.4328 0.18 0.03 -0.10
H 0.4097 2.9681 -5.4103 -0.13 -0.02 0.09
H -0.3113 4.5262 -5.0080 -0.06 -0.30 0.20
H -1.3545 3.1507 -5.3766 0.14 -0.11 0.11
H -1.9554 2.9037 -1.1306 -0.01 -0.06 -0.25
H -2.5931 1.9773 -2.5054 0.11 0.06 0.08
H -2.7212 3.7546 -2.5116 0.05 -0.09 0.12
C 0.7094 -1.0764 6.2398 -0.13 -0.20 0.10
N 0.1366 -0.2453 5.1836 -0.44 0.37 1.33
C -0.7937 0.7849 5.5192 1.44 -0.41 0.34
C 0.4700 -0.4831 3.9254 0.81 -0.37 -2.57
N 0.9896 -1.1791 3.0760 0.30 -0.29 1.99
H -0.0457 -1.2496 7.0152 0.13 0.03 -0.15
H 1.5850 -0.5980 6.6975 -0.15 -0.02 -0.11
H 1.0094 -2.0360 5.8203 -0.02 0.07 0.00
H -0.4250 1.7906 5.3086 -0.29 0.00 -0.20
H -1.7244 0.5789 4.7846 -0.08 0.39 -0.05
H -1.1983 0.6505 6.5244 0.24 0.09 -0.16
```
Forces are in eV/Å.

Calculated values
Multiplicity: 3
Frontier orbital gap (spin up / spin down) in eV: 5.74 / 3.30
<S²>: 2.012
E_tot in eV: -85558.927
Net charge: -1
LUMO energy (spin up / spin down) in eV: 2.2278 / -0.2146
HOMO level (spin up / spin down) in eV: -3.51 / -3.51
Energy relative to the best compared isomer or geometry (same formula, charge and spin) in kJ/mol: 387.92



(2)
Below is C23H42N3OP2Tm as an isolated structure in a non-equilibrium geometry, with properties calculated with ωB97M-V/def2-TZVPD.

Structure (XYZ):
```
72
Properties=species:S:1:pos:R:3:forces:R:3
Tm 0.1730 -0.3980 -0.2759 -0.48 -0.20 0.81
P -1.0953 -0.2665 -2.4687 1.24 0.40 1.90
P 2.1533 -0.3974 1.3772 -1.35 1.01 -2.11
N 1.4760 -1.8306 -1.4641 0.30 0.92 -0.16
C -0.5691 -2.0031 -2.8500 -0.31 -0.17 -0.57
H -1.4965 -2.5800 -2.9368 0.29 -0.18 -0.15
H -0.1165 -1.9419 -3.8475 -0.04 -0.26 0.21
C 0.3959 -2.7280 -1.8963 0.67 -0.23 -0.09
H -0.1251 -3.1175 -1.0005 0.06 -0.02 -0.18
H 0.8879 -3.5758 -2.3958 -0.67 -0.13 0.07
C 2.6075 -2.3413 -0.6573 -0.07 -0.22 -0.43
H 3.5024 -1.8020 -1.0031 -0.24 -0.31 0.23
H 2.7088 -3.4038 -0.9203 0.35 0.17 0.39
C 2.4028 -2.1500 0.8614 0.43 -0.15 0.26
H 3.3028 -2.4629 1.4000 -0.11 -0.53 -0.11
H 1.5543 -2.7639 1.2170 0.30 0.12 0.05
C 1.6518 -0.2456 3.0673 0.22 -1.15 1.07
C 0.1686 -0.2742 3.3611 1.38 -0.49 -0.50
H -0.2991 -1.2622 3.2672 0.66 0.32 0.16
H -0.2738 0.3980 2.6511 -0.18 0.19 -0.20
H -0.0216 0.1068 4.3644 0.37 -0.30 0.06
C 3.5896 0.5756 0.9603 0.42 -0.19 0.15
C 3.3130 2.0815 1.1119 0.29 0.47 -0.39
H 3.8132 2.6201 0.2967 -0.15 -0.10 0.22
H 3.7233 2.4550 2.0591 -0.21 -0.04 -0.42
H 2.2440 2.3298 1.0577 0.37 -0.01 -0.05
C -0.6400 0.8239 -3.7861 -0.30 -0.37 -0.41
C -1.4086 2.1258 -3.6187 -0.04 0.45 -0.18
H -0.9646 2.8911 -4.2591 -0.09 -0.04 0.05
H -1.3931 2.5003 -2.5860 0.05 -0.04 -0.28
H -2.4471 1.9856 -3.9385 0.19 0.18 0.14
C -2.8373 -0.3382 -2.0034 -0.06 -0.02 -0.82
C -3.3715 0.9166 -1.3285 -0.09 0.34 0.11
H -4.3441 0.6897 -0.8816 0.00 0.09 -0.18
H -3.4736 1.7704 -2.0042 -0.17 -0.34 0.01
H -2.7328 1.2367 -0.5095 -0.14 -0.12 -0.63
C -0.1999 1.8086 0.1226 0.14 2.45 0.11
C 4.7141 0.0560 1.8483 1.16 -0.09 0.08
H 4.3726 -0.6468 2.6288 0.29 0.26 -0.25
H 5.4756 -0.4557 1.2534 -0.03 0.01 0.19
H 5.2015 0.9011 2.3412 0.13 -0.26 0.05
C -1.0292 0.0206 -5.0132 0.06 0.06 -1.42
H -1.5922 0.6665 -5.6832 0.07 -0.15 -0.39
H -0.1381 -0.3504 -5.5248 -0.20 0.07 -0.18
H -1.6630 -0.8502 -4.7896 0.28 0.45 -0.38
C -3.5589 -0.6804 -3.2845 -1.40 -0.24 -0.09
H -4.6212 -0.7700 -3.0625 -0.18 -0.09 -0.23
H -3.4432 0.1065 -4.0395 -0.11 -0.25 0.25
H -3.2292 -1.6344 -3.7083 -0.16 0.16 -0.01
C 2.2646 1.0066 3.6198 0.59 0.16 0.76
H 1.9397 1.9122 3.1027 -0.12 -0.25 0.15
H 1.9984 1.1019 4.6676 0.06 0.06 0.19
H 3.3441 0.9152 3.5381 -0.07 0.46 0.33
H 2.0347 -1.1722 3.4656 0.71 -0.08 1.14
H -2.8968 -1.1684 -1.2781 0.02 0.07 -0.23
H 3.7972 0.3660 -0.1035 -0.18 0.04 0.44
H 0.4430 1.0055 -3.7474 -0.33 -0.10 0.21
O -0.4936 2.8642 0.4066 0.99 -0.34 -0.71
H 1.8101 -1.2350 -2.2262 -0.05 -0.41 0.13
H 1.5368 0.9453 -1.2721 -0.80 -0.55 0.55
N -2.9012 1.1556 6.2292 1.83 -0.44 -2.67
C -2.3710 0.9540 5.1980 -1.55 0.07 3.08
C -2.0927 0.6339 3.8246 -3.41 -0.74 0.81
C -2.4326 -0.6464 3.3475 0.14 -0.46 0.53
C -2.2295 -0.9591 2.0012 0.25 1.44 0.97
N -1.9179 0.0596 1.1591 -1.66 -0.18 0.08
C -2.2559 1.3221 1.6153 0.69 -0.22 0.72
C -2.2065 1.6721 2.9383 -0.49 0.66 -1.18
H -2.6951 -1.4008 4.0838 0.10 -0.06 -0.24
H -2.1744 -2.0148 1.7034 -0.08 0.56 -0.28
H -2.4686 2.1744 0.9876 0.15 -0.64 -0.62
H -2.3801 2.7126 3.2300 0.25 -0.47 0.04
```
Forces are in eV/Å.

Calculated values
Multiplicity: 3
Frontier orbital gap (spin up / spin down) in eV: 7.46 / 7.46
<S²>: 2.003
E_tot in eV: -79138.063
Net charge: +2
LUMO energy (spin up / spin down) in eV: -6.7317 / -6.7251
HOMO level (spin up / spin down) in eV: -14.19 / -14.18
Energy relative to the best compared isomer or geometry (same formula, charge and spin) in kJ/mol: 611.51



(3)
Below is C23H42NO3P2Ru as an isolated structure in a non-equilibrium geometry, with properties calculated with ωB97M-V/def2-TZVPD.

Structure (XYZ):
```
72
Properties=species:S:1:pos:R:3:forces:R:3
C -0.6513 1.2622 -5.2335 -0.16 0.12 0.33
C -0.7610 0.9244 -3.8571 0.62 0.47 -0.82
N 0.2207 1.3763 -3.0008 -0.81 1.00 -1.18
C 1.0534 2.3562 -3.3578 -0.06 -0.57 0.29
C 1.0418 2.8396 -4.6564 0.24 0.30 -0.48
C 0.2160 2.2681 -5.6288 0.35 0.08 0.29
C -1.8561 0.2455 -3.3131 0.19 -0.66 -0.39
P -1.9736 -0.0395 -1.5501 0.48 -0.29 0.22
Ru 0.1234 0.7405 -1.1322 -0.31 0.36 1.61
P 2.1962 1.6556 -0.9326 -1.03 1.16 -0.17
C 1.9916 2.8940 -2.2920 0.54 0.42 -0.37
O 0.1296 -3.5985 -5.4209 1.00 0.45 0.35
O 0.7400 -5.3851 -0.8477 1.42 0.93 0.43
H -1.2783 0.7450 -5.9391 -0.25 0.11 -0.15
H 1.7436 3.6352 -4.8643 -0.13 0.06 -0.35
H 0.2649 2.6256 -6.6633 -0.05 -0.29 0.44
C -3.4948 0.9282 -1.2128 0.17 -0.31 0.00
C -2.4147 -1.7636 -1.0918 -0.25 -0.02 -0.60
H 2.9500 3.1548 -2.7582 -0.13 0.09 0.04
H 1.5756 3.8302 -1.8800 0.05 -0.39 -0.04
H -0.7111 -4.0349 -5.5751 -0.21 0.76 -0.23
H -2.6320 -0.0639 -3.9769 -0.43 -0.21 -0.56
C 2.4128 2.4670 0.6463 0.85 0.61 0.55
C 3.7189 0.7613 -1.3087 0.03 -0.23 0.15
H 1.2916 -0.4232 -1.3136 -0.26 -1.66 0.80
H 1.5109 -4.7673 -0.9470 -1.09 -0.94 0.12
H 0.2097 -5.2194 -1.6197 -0.33 0.04 -0.54
H 0.1542 -2.6268 -5.5474 -0.80 -1.21 -0.09
H -1.0721 1.4154 -0.2403 0.28 0.54 0.19
H 1.0887 -0.3628 -0.3307 0.49 -0.95 -0.77
H -4.3160 0.5498 -1.8390 0.13 0.13 0.30
H -3.7264 0.8115 -0.1443 -0.13 0.24 -0.39
H -3.2848 1.9787 -1.4700 -0.15 -0.39 0.27
H -3.2782 -2.1082 -1.6819 0.08 0.04 0.42
H -1.5831 -2.4696 -1.2611 -0.23 0.55 0.15
H -2.6508 -1.7211 -0.0146 0.04 -0.14 -0.44
H 4.6048 1.4034 -1.2890 -0.17 -0.05 -0.01
H 3.8218 -0.0207 -0.5452 0.11 0.09 -0.22
H 3.6229 0.2838 -2.2908 0.06 0.07 0.19
H 3.4211 2.8678 0.7915 -0.06 0.05 0.06
H 1.6873 3.2756 0.7883 0.05 -0.24 -0.18
H 2.2270 1.7148 1.4219 0.02 0.09 -0.14
C -2.2470 2.2298 2.1795 -0.16 -0.14 -0.03
C -0.7530 2.0413 2.4358 0.48 -0.25 -0.08
C -0.1502 3.2778 3.1049 0.04 -0.07 0.03
C -0.4958 0.7576 3.2091 -0.35 0.69 0.23
C -0.6429 0.7099 4.5768 -0.02 0.52 -0.04
C -0.4447 -0.4797 5.2815 0.03 -0.18 0.29
C -0.0828 -1.6484 4.6085 0.22 -0.66 0.11
C 0.0697 -1.6644 3.2458 0.20 -0.93 -0.12
C 0.4737 -2.9340 2.4885 -0.09 0.31 0.08
C 1.8361 -3.4498 2.9576 0.11 0.22 0.02
C -0.5863 -4.0274 2.6425 -0.21 0.09 -0.02
C -0.1811 -0.4610 2.5027 -0.11 -0.07 -1.52
O -0.1549 -0.5217 1.2225 -0.14 0.20 1.79
H -2.7958 2.3308 3.1252 0.10 0.02 -0.17
H -2.6535 1.3593 1.6483 0.05 0.22 0.11
H -2.4229 3.1290 1.5740 0.01 -0.21 0.11
H -0.2521 1.9094 1.4658 -0.24 0.06 0.24
H -0.6581 3.5204 4.0448 0.08 0.07 -0.16
H 0.9122 3.1216 3.3235 -0.14 0.09 0.00
H -0.2453 4.1374 2.4279 0.00 -0.13 0.22
H -0.9144 1.6279 5.1138 0.13 -0.48 -0.17
H -0.5586 -0.5029 6.3641 0.00 0.06 -0.23
H 0.0933 -2.5873 5.1501 -0.13 0.54 -0.04
H 0.5518 -2.6665 1.4260 -0.07 -0.06 0.31
H 1.8077 -3.7177 4.0222 0.07 -0.02 -0.24
H 2.1149 -4.3349 2.3730 -0.02 0.15 0.19
H 2.6037 -2.6758 2.8201 -0.07 -0.24 0.07
H -1.5632 -3.6625 2.2958 0.18 -0.18 0.08
H -0.3078 -4.9096 2.0507 -0.10 0.21 0.17
H -0.6868 -4.3146 3.6986 0.00 -0.04 -0.26
```
Forces are in eV/Å.

Calculated values
Multiplicity: 5
Frontier orbital gap (spin up / spin down) in eV: 7.30 / 6.14
<S²>: 6.073
E_tot in eV: -53314.744
Net charge: +1
LUMO energy (spin up / spin down) in eV: -2.3541 / -4.7889
HOMO level (spin up / spin down) in eV: -9.66 / -10.93



> Which of these has the lowest <S²>?

C23H42N3OP2Tm



> Which of these has the highest net charge?

C23H42N3OP2Tm